No. 1
Here is a molecular structure, C59H48F3N8O6Y from OMol25. Energies are from wB97M-V/def2-TZVPD.

* ΔE to the lowest compared entry with this formula, charge and spin: 87.5 kcal per mole
* E_HOMO (spin up / spin down): -6.7 / -6.7 eV
* charge: 0
* frontier orbital gap (spin up / spin down): 5.3 / 5.3 eV

Last column: Mulliken charge in e.
Atoms and positions in Å:
1 Y 0.19682 -0.07539 0.06341  0.451
2 F -6.35150 5.47938 2.38054  -0.233
3 F -5.30011 7.05836 1.33764  -0.299
4 F -5.18531 6.91225 3.49369  -0.280
5 O -0.11124 2.91697 -1.17687  -0.583
6 O -1.06329 -9.04958 2.35537  -0.463
7 O -6.44050 2.18627 -0.41945  -0.546
8 O 4.97937 4.42229 -6.68864  -0.460
9 O -0.57933 -1.06538 2.53663  -0.451
10 O 7.14992 0.75785 5.57693  -0.461
11 N 1.52273 -1.87599 0.84258  0.110
12 N -2.36442 0.24630 0.61900  -0.334
13 N -4.81088 0.67339 0.42060  -0.145
14 N -5.11722 -1.75556 0.39525  -0.665
15 N 0.14488 0.19213 -2.28597  0.618
16 N 2.42605 0.38430 -0.54795  0.709
17 N -6.93873 -0.38542 0.84705  -0.641
18 N -0.84600 -1.97173 -0.86412  0.105
19 C -4.00862 5.29758 2.23833  0.202
20 C 5.53884 -0.98761 2.77119  -0.418
21 C 4.20538 1.66057 -1.22561  -1.834
22 C 2.91003 1.12456 -1.57750  0.714
23 C 3.36673 4.22828 -5.01557  -0.909
24 C -2.77517 3.41046 3.05904  -0.618
25 C -0.79673 2.58746 1.84573  0.074
26 C -1.83146 3.56080 2.03649  0.775
27 C 5.18521 1.22066 4.40190  -0.885
28 C -0.00064 -3.79521 0.55965  0.090
29 C 4.26344 0.93059 3.41505  -0.125
30 C -0.27006 -5.19484 1.02024  -0.865
31 C 8.29983 -0.04909 5.76658  -0.856
32 C 6.29736 0.39982 4.58100  1.008
33 C 4.67780 2.28693 -5.56660  -0.606
34 C 0.14278 -6.27820 0.26004  -0.066
35 C -2.72258 -3.01924 -1.64247  -1.425
36 C -4.33591 2.18353 -1.58267  -0.775
37 C 4.47972 1.23301 0.03191  -1.390
38 C 2.82692 -2.72392 2.52513  -1.308
39 C -0.88507 -3.24897 -0.36254  0.343
40 C -6.15366 3.15263 0.59976  -0.465
41 C -0.77313 -7.81486 1.86495  1.007
42 C 0.97143 0.90500 -3.11643  0.115
43 C -4.70192 -0.57795 -2.18435  -0.812
44 C -1.03382 0.84404 -4.14133  -1.276
45 C -2.16798 -0.62283 -2.40850  0.344
46 C -5.20315 6.19180 2.35740  0.917
47 C 2.98012 2.14964 -3.83787  -0.759
48 C 2.58235 -1.60219 1.65544  -0.139
49 C 1.93431 -3.68811 2.17493  -1.641
50 C 3.37632 0.39533 0.43190  -0.174
51 C -1.06698 0.12927 -2.88014  -0.244
52 C -1.99433 4.60942 1.12592  -0.503
53 C -2.05437 -3.92061 -0.87920  -1.142
54 C -3.48120 1.49901 -2.32619  -0.779
55 C 3.98141 1.56430 -4.60037  -0.214
56 C -5.72397 -0.50288 0.09962  0.801
57 C -5.34355 1.42361 -0.80346  0.890
58 C -5.79816 0.07276 -1.39784  -0.748
59 C -3.07361 5.47490 1.22857  -0.578
60 C -1.93751 -1.80249 -1.64103  0.611
61 C -3.50079 0.43911 0.52968  -0.116
62 C 2.68746 3.49481 -4.06115  0.325
63 C -3.85400 4.26947 3.15886  -0.699
64 C 5.99045 3.83349 -7.48823  -0.864
65 C -3.51539 0.01341 -2.41418  0.487
66 C 0.24020 1.27086 -4.31338  -1.012
67 C 4.42345 -0.18665 2.58707  -1.101
68 C -1.19257 -6.73550 2.63938  -0.917
69 C -0.04429 1.68527 1.51034  -1.245
70 C 4.36590 3.62592 -5.77469  0.965
71 C -0.63876 -10.16478 1.59079  -0.861
72 C -0.94220 -5.44318 2.21830  0.501
73 C 2.25014 1.34651 -2.80576  0.489
74 C 6.47920 -0.70616 3.76031  -0.516
75 C 1.10738 -3.13647 1.13350  0.856
76 C 3.39762 -0.45714 1.53939  2.176
77 C -0.10210 -7.58802 0.66934  -0.652
78 H 6.82312 3.47715 -6.87751  0.334
79 H -6.98939 3.84547 0.61740  0.347
80 H -6.79231 0.04077 -1.84677  0.514
81 H 4.82318 2.26900 -1.86897  0.475
82 H -1.27265 -4.60411 2.82208  0.565
83 H -2.72416 2.02140 -2.89722  0.370
84 H 1.84153 -4.68339 2.58322  0.498
85 H -2.66402 2.59430 3.76135  0.429
86 H -0.95289 -11.04815 2.13739  0.246
87 H -1.71539 -6.93481 3.56779  0.427
88 H 0.65368 1.78329 -5.16965  0.591
89 H -0.34305 2.95041 -2.11358  0.266
90 H 8.02750 -1.07391 6.03019  0.338
91 H -2.31886 -4.95129 -0.69484  0.559
92 H 8.85305 0.39591 6.58736  0.249
93 H 4.22442 0.51985 -4.43812  0.465
94 H -4.58792 4.13580 3.94522  0.426
95 H -5.69916 -2.53768 0.12581  0.353
96 H 5.44965 1.79623 -6.14282  0.388
97 H -1.27890 4.70831 0.32003  0.496
98 H 5.59674 3.00354 -8.07947  0.342
99 H 3.39977 1.57174 3.27384  0.615
100 H 0.44782 -10.17888 1.47741  0.340
101 H 0.66800 -6.10017 -0.67197  0.483
102 H 1.91238 3.97735 -3.47413  0.411
103 H -1.06419 -0.29090 2.85090  0.256
104 H 5.69294 -1.84348 2.12239  0.552
105 H 5.36646 1.41666 0.62092  0.536
106 H 6.34433 4.61305 -8.15545  0.247
107 H -1.10275 -10.16914 0.60170  0.334
108 H 5.06573 2.08205 5.04855  0.425
109 H -7.46529 -1.24623 0.86015  0.275
110 H -3.19914 6.27659 0.51340  0.469
111 H 3.14120 5.27398 -5.18876  0.429
112 H -7.50790 0.38422 0.52301  0.317
113 H -4.83174 -1.63599 -2.35693  0.540
114 H -6.05207 2.66315 1.56904  0.351
115 H 7.34174 -1.34858 3.86890  0.385
116 H 0.23610 -8.40907 0.05260  0.399
117 H -1.85600 0.91795 -4.84059  0.713
118 H 0.18845 -1.14812 3.11439  0.289
119 H -4.20312 -1.87034 -0.02738  0.026
120 H -5.23321 3.70465 0.39263  -0.058
121 H 8.92865 -0.06276 4.87325  0.339
122 H 0.83077 3.12186 -1.14215  0.250
123 H -4.34389 3.26607 -1.55128  0.612
124 H -3.60785 -3.21155 -2.22665  0.567
125 H 3.59924 -2.78054 3.27697  0.631

=====

No. 2
Here is a molecular structure, C59H49AsFN4O5RbS2Si from OMol25. Energies are from wB97M-V/def2-TZVPD.

* ΔE to the lowest compared entry with this formula, charge and spin: 9.9 kcal per mole
* E_HOMO: -1.1 eV
* charge: -2
* frontier orbital gap: 4.6 eV

Last column: Mulliken charge in e.
Atoms and positions in Å:
1 Rb 1.87512 0.31667 -1.41489  0.876
2 As -0.81414 2.25112 0.18176  1.689
3 S 2.09031 -1.34595 -4.22244  1.287
4 S 0.78422 0.56720 -6.57734  -0.120
5 Si -1.31152 -1.83681 -0.35297  -0.588
6 F 0.42238 0.53443 7.52273  -0.399
7 O 2.25208 2.28657 0.38246  -0.567
8 O 2.43768 -1.90234 -2.92860  -0.733
9 O 4.15931 1.14526 0.05194  -0.832
10 O 1.06291 0.48476 2.57287  -0.190
11 O 3.17206 -0.95480 -5.10723  -0.776
12 N 4.73412 1.21872 4.17479  0.312
13 N -1.06221 -5.58440 -7.00532  -0.646
14 N 1.06544 -0.19366 -3.92955  0.459
15 N -0.02597 1.77246 -4.45582  -0.095
16 C -4.41404 1.21300 -1.60733  -0.406
17 C 1.34034 -2.82888 -6.43576  -0.383
18 C 5.16826 1.45214 6.98027  -1.049
19 C -4.02169 -1.45372 2.80240  -0.712
20 C -0.71401 -5.88209 -1.60698  -0.627
21 C 6.21917 0.81871 6.08960  -1.028
22 C 3.65146 1.05788 5.03040  -0.068
23 C -4.52779 -1.96157 -3.87409  -0.805
24 C -0.62107 3.94735 -0.78167  -0.080
25 C 0.26099 4.37864 3.64883  -0.785
26 C -3.19920 -1.59827 -4.07716  -0.665
27 C 1.46661 0.70768 6.67684  0.328
28 C -0.43272 2.51090 -5.52847  -0.820
29 C -0.30445 -4.58664 -6.35971  0.857
30 C -2.32121 -1.56145 -3.00407  -0.409
31 C -3.08638 1.44697 -1.28322  -1.028
32 C 1.27854 0.64509 5.32634  -1.759
33 C -2.36401 -2.26807 1.20322  0.194
34 C -3.75843 2.54151 0.73847  0.041
35 C 0.12905 3.96003 2.33083  -0.655
36 C -4.94900 -2.27993 -2.59069  -0.670
37 C -1.50242 2.34220 3.01331  -0.068
38 C 0.26480 3.97594 -1.84992  -0.163
39 C -2.26519 -3.42398 1.97939  -0.459
40 C 0.34687 -3.44971 -4.33917  0.319
41 C -0.10542 2.03656 -6.75746  -0.391
42 C 1.21349 -2.64186 -5.07056  -1.047
43 C -0.77247 2.95520 1.99883  -0.124
44 C -2.74510 2.10053 -0.10459  0.176
45 C -3.89287 -2.61263 3.56208  -0.606
46 C -2.71229 -1.89915 -1.69938  0.797
47 C -3.00792 -3.59482 3.14282  -0.650
48 C -5.42133 1.64205 -0.75430  -0.667
49 C -5.09077 2.31361 0.41583  -0.770
50 C 3.21696 1.57815 0.75049  -0.350
51 C 3.80900 1.14577 6.42775  1.209
52 C -0.50320 3.79754 4.65045  -0.363
53 C 0.40496 5.12623 -2.61950  -0.642
54 C -4.05217 -2.24951 -1.52850  -0.245
55 C 7.08969 0.56083 3.77537  -1.593
56 C -0.58569 -3.60162 -0.74746  0.369
57 C -1.38121 2.77137 4.32845  -0.839
58 C -3.26245 -1.28925 1.65541  0.084
59 C 6.11713 1.33263 4.65870  0.356
60 C -1.30165 -4.65709 -1.32535  0.390
61 C 3.28248 1.25260 2.23758  0.139
62 C 2.38184 0.83616 4.48724  0.129
63 C -0.33383 6.25849 -2.31637  -0.501
64 C 0.58575 -3.79786 -7.08046  -0.866
65 C 2.13546 0.83445 3.01707  1.040
66 C 0.75985 -3.85317 -0.46355  -0.733
67 C 0.63502 0.70026 -4.84099  -0.028
68 C 1.36551 -5.07316 -0.74169  -0.501
69 C 4.48327 1.35616 2.83691  -0.031
70 C -1.36440 5.08858 -0.48783  -0.050
71 C -1.22016 6.24034 -1.24664  -0.682
72 C 0.62849 -6.09553 -1.32069  -0.445
73 C 2.71038 0.95994 7.23847  -0.933
74 C -0.40655 -4.41334 -4.97936  -0.517
75 H -6.45879 1.44072 -0.99542  0.366
76 H 7.19027 0.97402 2.77404  0.474
77 H 0.84220 3.10067 -2.10587  0.271
78 H -0.22496 7.15608 -2.91512  0.339
79 H 1.09762 -7.04367 -1.56029  0.305
80 H -2.89401 -4.50497 3.72390  0.363
81 H 6.08773 -0.26796 6.08462  0.349
82 H -1.80544 7.12191 -1.00862  0.381
83 H 0.68517 -3.94343 -8.15128  0.299
84 H 0.75327 4.39858 1.56206  0.372
85 H -1.27241 -5.35408 -7.96464  0.218
86 H -0.31906 2.47639 -7.71780  0.395
87 H -1.30350 -6.67363 -2.06112  0.362
88 H 5.31889 2.53788 7.01018  0.321
89 H -2.13889 1.49028 2.79088  0.352
90 H -2.34975 -4.51029 -1.56917  0.318
91 H -1.08307 -5.03023 -4.39984  0.119
92 H -4.47173 -2.74317 4.47009  0.327
93 H -2.06481 5.06746 0.33973  0.318
94 H -0.98410 3.42654 -5.35471  0.421
95 H 8.07806 0.57338 4.23862  0.422
96 H -4.41156 -2.51081 -0.53721  0.340
97 H -2.31158 1.07687 -1.94583  0.591
98 H 5.25226 1.09230 8.00777  0.413
99 H 1.09110 5.12216 -3.45825  0.433
100 H -1.91586 -5.79634 -6.51025  0.246
101 H -0.39717 4.12194 5.67946  0.411
102 H -3.36992 -0.36816 1.08736  0.167
103 H 1.36105 -3.05539 -0.03692  0.325
104 H -2.84459 -1.33472 -5.06837  0.499
105 H 7.22982 1.01983 6.45140  0.403
106 H 2.79657 1.01337 8.31751  0.462
107 H 6.76440 -0.47646 3.67919  0.372
108 H -1.29693 -1.24153 -3.18281  0.311
109 H -4.65099 0.65525 -2.50592  0.407
110 H -3.52321 3.07136 1.65586  0.416
111 H -1.58697 -4.21348 1.66964  0.346
112 H 0.31268 0.46463 4.87889  0.726
113 H -5.86847 2.65303 1.09175  0.366
114 H 5.33595 1.56704 2.20511  0.445
115 H 6.38867 2.39709 4.65526  0.113
116 H 2.41942 -5.21266 -0.52765  0.348
117 H 2.03325 -2.20975 -6.99087  0.561
118 H -1.95551 2.27823 5.10525  0.402
119 H 0.26343 -3.32524 -3.26659  0.469
120 H -5.98468 -2.55464 -2.41243  0.338
121 H 0.97568 5.15781 3.89100  0.377
122 H -4.70988 -0.67182 3.10924  0.432
123 H -5.22575 -1.98385 -4.70466  0.295

=====

no.,strongest force on any atom (eV Å⁻¹)
1,1.65
2,0.68